# 1
Below is 3 unconnected molecules or ions with the total composition C4H15N2O at a distorted geometry, with properties calculated with ωB97M-V/def2-TZVPD.

Structure (XYZ):
```
22
Properties=species:S:1:pos:R:3:forces:R:3
N 0.5341 2.2840 -1.4306 2.12 -5.22 -1.98
C -0.4819 1.1012 -1.5996 0.38 2.64 3.03
C -1.0508 0.9734 -0.1666 -5.19 -2.59 -1.91
N -0.2975 -0.0972 0.4936 1.05 7.02 0.73
C -0.6848 -1.4391 0.6824 0.09 -2.26 0.35
C -0.5457 -1.8779 2.2185 -2.33 -1.31 -2.53
H 1.2938 1.8796 -2.0979 -1.46 2.61 1.11
H 0.2843 3.2891 -1.5513 0.18 -1.30 0.16
H 1.2507 0.8626 -0.3940 -0.49 0.10 0.92
H 0.1062 0.2189 -1.6925 0.36 -0.55 -0.91
H -1.2360 1.2038 -2.2965 -1.19 0.56 -1.88
H -1.1372 1.9901 0.1844 0.77 -0.07 1.27
H -2.2683 0.6962 -0.1874 3.11 0.32 -0.18
H 0.2577 0.4835 1.1581 -0.69 -2.16 0.50
H -1.6944 -1.6987 0.3099 0.26 0.88 0.21
H -0.0198 -1.9547 -0.0270 -0.11 -0.87 0.66
H -1.0778 -1.0218 2.7016 0.46 -1.28 0.43
H 0.5015 -1.9029 2.3644 0.97 0.01 0.93
H -1.0114 -3.0045 2.3550 1.07 3.21 -0.07
H 2.9004 -1.0581 0.1704 -1.42 2.14 -0.07
H 2.1961 -0.5536 -1.0663 -0.05 -0.31 -0.82
O 2.1808 -0.3741 -0.1287 2.10 -1.56 0.05
```
Forces are in eV/Å.

Computed properties:
- LUMO energy (eV) = -4.981
- total energy (a.u.) = -345.67582
- total charge = +1
- spin multiplicity = 1
- max |F| (eV Å⁻¹) = 7.13
- Kohn-Sham gap (Eh) = 0.2966

# 2
Below is 2 unconnected molecules or ions with the total composition C4H15N2O at a distorted geometry, with properties calculated with ωB97M-V/def2-TZVPD.

Structure (XYZ):
```
22
Properties=species:S:1:pos:R:3:forces:R:3
C -1.5258 0.6971 -1.7101 -0.40 -0.61 -0.75
C -0.0845 0.6676 -1.2584 -0.47 0.99 2.27
C 0.4400 -0.6888 -0.8387 0.04 -0.63 -2.68
C 1.8761 -0.7455 -0.3003 -1.50 -0.61 -1.44
N 1.8616 -0.7440 1.1317 0.72 1.69 0.07
N 0.0080 1.4978 0.1541 -0.27 -1.54 -0.77
H -2.1601 -0.1735 -1.4779 0.46 0.32 0.61
H -2.0229 1.6195 -1.4144 -0.12 0.02 -0.15
H -1.5015 0.6562 -2.7981 -0.05 0.33 -0.15
H 0.4383 1.3831 -1.8934 0.70 -0.83 -0.22
H 0.4893 -1.3324 -1.7410 -0.38 0.48 0.10
H -0.3884 -1.1371 -0.2920 0.42 -0.15 0.77
H 2.3066 -1.6209 -0.8064 0.30 -0.06 0.61
H 2.3673 0.1067 -0.8172 0.22 -0.15 1.08
H 1.2992 -1.4191 1.6290 0.29 -0.32 -0.40
H 2.8135 -0.6571 1.4468 -0.07 -0.31 0.78
H -0.9615 1.6732 0.4045 0.19 0.86 0.22
H 0.3927 0.8902 0.8984 0.32 -0.07 -0.20
H 0.6434 2.2762 0.0193 -0.52 0.49 0.34
H -1.9937 -0.3578 3.0312 0.22 0.24 0.39
H -2.7992 -1.2280 2.1237 0.67 0.34 -0.28
O -1.9865 -0.6797 2.1302 -0.77 -0.47 -0.21
```
Forces are in eV/Å.

Computed properties:
- LUMO energy (eV) = -2.850
- total energy (a.u.) = -345.89894
- total charge = +1
- spin multiplicity = 1
- max |F| (eV Å⁻¹) = 2.75
- Kohn-Sham gap (Eh) = 0.3811

# 3
Below is 2 unconnected molecules or ions with the total composition C4H15N2O at a distorted geometry, with properties calculated with ωB97M-V/def2-TZVPD.

Structure (XYZ):
```
22
Properties=species:S:1:pos:R:3:forces:R:3
C -0.1939 -1.1192 -2.0757 -0.53 -0.71 0.08
N 0.8981 -1.2336 -3.0205 0.41 0.53 -0.93
C -0.1220 0.2825 -1.5093 1.83 -0.80 -0.15
N 1.2632 0.4117 -0.8439 -2.05 1.79 1.23
C 1.2358 0.1686 0.6509 -0.45 -0.17 -0.16
C 1.1917 1.4607 1.4314 -0.08 0.39 0.42
H -1.2037 -1.3175 -2.4486 0.02 0.27 -0.29
H -0.0652 -1.8904 -1.3089 0.13 0.24 0.20
H 0.7903 -0.5522 -3.7713 -0.02 0.10 0.21
H 0.9921 -2.0954 -3.5455 -0.23 -0.38 0.63
H -0.1280 1.0037 -2.3118 -0.24 0.29 -0.18
H -0.8125 0.5166 -0.7499 -1.08 0.26 0.65
H 1.8542 -0.2126 -1.3065 1.49 -1.30 -1.36
H 1.5426 1.3770 -1.0035 0.55 -0.15 -0.03
H 2.0495 -0.4919 0.9357 0.21 0.15 -0.14
H 0.3175 -0.3879 0.8127 -0.04 -0.14 0.10
H 2.1540 1.8892 1.6967 0.27 -0.21 -0.21
H 0.6337 2.2587 0.9362 -0.17 -0.18 -0.16
H 0.6776 1.2744 2.3702 -0.03 0.00 0.11
H -4.2500 -0.7540 5.7547 -0.09 0.19 -0.41
H -4.7552 -0.3885 4.3269 0.05 -0.08 0.34
O -4.0700 -0.2000 4.9801 0.05 -0.11 0.05
```
Forces are in eV/Å.

Computed properties:
- LUMO energy (eV) = -2.789
- total energy (a.u.) = -345.90258
- total charge = +1
- spin multiplicity = 1
- max |F| (eV Å⁻¹) = 2.99
- Kohn-Sham gap (Eh) = 0.3917